Record 1
Below is C30H38KNS4 as an isolated structure, with properties calculated with ωB97M-V/def2-TZVPD.

Geometry (Å):
K1 0.20 0.09 -1.30
C1 -0.75 -1.57 2.01
C2 0.76 -1.70 2.26
S1 1.89 -1.06 0.99
C3 3.00 -2.50 0.97
C4 3.99 -2.35 -0.17
S2 3.24 -2.22 -1.82
C5 2.57 -3.90 -1.97
C6 1.47 -3.96 -3.02
S3 -0.03 -3.01 -2.66
C7 -0.83 -4.03 -1.38
C8 -0.57 -3.61 0.06
S4 -1.39 -2.03 0.38
H1 -1.06 -0.53 2.12
H2 -1.26 -2.17 2.77
H3 1.01 -2.75 2.40
H4 0.96 -1.19 3.20
H5 2.46 -3.45 0.88
H6 3.56 -2.54 1.91
H7 4.72 -3.16 -0.19
H8 4.55 -1.42 -0.06
H9 2.17 -4.22 -1.01
H10 3.37 -4.58 -2.25
H11 1.18 -5.00 -3.20
H12 1.83 -3.55 -3.97
H13 -0.50 -5.06 -1.53
H14 -1.90 -4.00 -1.59
H15 0.49 -3.50 0.24
H16 -0.98 -4.37 0.74
C9 -1.46 3.38 -2.63
C10 -1.82 1.94 -2.88
C11 -1.24 1.24 -3.94
C12 -1.58 -0.07 -4.21
C13 -0.99 -0.79 -5.40
C14 -2.53 -0.70 -3.40
C15 -3.12 -0.03 -2.34
C16 -4.18 -0.70 -1.50
C17 -2.75 1.29 -2.09
H17 -1.89 4.02 -3.40
H18 -0.37 3.53 -2.65
H19 -1.81 3.72 -1.66
H20 -0.52 1.75 -4.57
H21 0.06 -0.50 -5.55
H22 -1.53 -0.53 -6.31
H23 -1.03 -1.87 -5.27
H24 -2.80 -1.73 -3.61
H25 -5.17 -0.45 -1.88
H26 -4.13 -0.37 -0.47
H27 -4.08 -1.78 -1.52
H28 -3.22 1.82 -1.26
N1 0.37 1.04 1.02
C18 0.46 1.93 1.89
C19 1.22 1.71 3.18
C20 2.60 1.52 3.18
C21 3.28 1.24 4.36
C22 2.59 1.16 5.56
C23 1.21 1.36 5.58
C24 0.54 1.65 4.40
C25 -0.24 3.28 1.81
C26 -1.46 3.37 1.16
C27 -2.12 4.59 1.05
C28 -1.55 5.74 1.58
C29 -0.33 5.66 2.23
C30 0.32 4.44 2.36
H29 3.14 1.57 2.25
H30 4.35 1.10 4.35
H31 3.11 0.94 6.48
H32 0.67 1.31 6.51
H33 -0.53 1.82 4.41
H34 -1.88 2.46 0.75
H35 -3.09 4.64 0.56
H36 -2.06 6.69 1.50
H37 0.13 6.55 2.64
H38 1.26 4.38 2.88

Computed properties:
Orbital gap = 6.1 eV
Highest occupied orbital energy = -5.94 eV
Net charge = 0
ΔE to the lowest compared entry with this formula, charge and spin = 0.0 kJ/mol
LUMO = 0.2 eV

***

Record 2
Below is C30H38N4O2 as an isolated structure at a distorted geometry, with properties calculated with ωB97M-V/def2-TZVPD.

Geometry (Å):
C1 1.82 -1.36 -2.01
C2 2.10 -1.52 -0.62
C3 2.08 -2.83 -0.21
C4 2.45 -3.24 1.07
C5 2.77 -2.21 1.87
C6 2.62 -1.04 1.64
C7 2.42 -0.78 0.40
C8 2.14 0.79 -0.13
N1 2.22 1.68 0.78
C9 2.12 2.93 0.23
C10 1.70 2.53 -1.09
O1 1.86 1.19 -1.37
C11 1.83 3.53 -2.41
H1 1.73 4.50 -2.00
H2 0.65 3.36 -2.79
H3 2.39 3.06 -3.00
C12 2.16 4.22 1.02
N2 0.78 4.33 1.69
C13 -0.51 4.51 0.67
C14 -1.72 4.69 1.51
H4 -1.56 5.71 1.79
H5 -2.57 4.66 0.80
C15 -2.13 3.67 2.53
C16 -2.59 2.33 1.94
O2 -3.94 2.41 1.34
N3 -1.71 1.58 1.46
H6 -0.51 1.66 1.59
C17 -2.24 0.37 0.65
C18 -1.87 0.48 -0.77
C19 -2.35 -0.63 -1.53
N4 -1.71 -1.79 -1.29
C20 -1.65 -2.06 0.05
C21 -1.27 -0.86 1.05
H7 -1.22 -1.13 2.04
H8 -0.11 -0.69 0.81
H9 -1.20 -2.91 0.45
H10 -2.72 -2.28 0.32
C22 -2.03 -3.06 -1.77
C23 -1.07 -4.11 -1.99
C24 -1.17 -5.23 -0.97
C25 -0.04 -6.07 -0.85
C26 0.80 -6.37 -1.83
C27 0.93 -5.28 -3.00
C28 0.09 -4.20 -2.99
H11 -0.09 -3.49 -3.87
H12 1.68 -5.07 -3.74
H13 1.68 -6.88 -1.95
H14 -0.03 -6.73 -0.19
H15 -1.93 -5.01 -0.36
H16 -2.22 -2.78 -3.05
H17 -3.06 -3.30 -1.69
H18 -2.34 -0.43 -2.71
H19 -3.55 -0.60 -1.41
H20 -2.43 1.49 -1.03
H21 -0.80 0.86 -0.93
H22 -3.21 0.13 1.11
C29 -0.76 3.58 3.34
C30 0.54 3.35 2.75
H23 1.22 3.68 3.50
H24 0.74 2.45 2.72
H25 -0.90 2.81 4.02
H26 -0.79 4.49 4.14
H27 -2.89 4.15 3.01
H28 -0.12 4.99 -0.01
H29 -0.40 3.46 0.20
H30 2.22 5.05 0.31
H31 2.88 4.21 1.78
H32 2.55 -0.18 2.47
H33 2.89 -2.69 3.06
H34 2.44 -4.44 1.78
H35 1.93 -3.77 -0.83
H36 2.49 -0.57 -2.39
H37 0.79 -1.09 -2.26
H38 1.67 -2.24 -2.84

Computed properties:
Orbital gap = 8.5 eV
Highest occupied orbital energy = -8.14 eV
Net charge = 0
LUMO = 0.3 eV

***

Record 3
Below is C30H39BCoF6IN9O as an isolated structure at a distorted geometry, with properties calculated with ωB97M-V/def2-TZVPD.

Geometry (Å):
Co1 0.09 -0.43 -0.55
C1 -1.62 -2.08 2.15
C2 -0.50 -1.15 2.47
C3 0.05 -0.83 3.72
C4 1.12 0.00 3.45
C5 2.09 0.60 4.41
N1 1.18 0.16 2.12
N2 0.19 -0.53 1.52
B1 2.23 0.87 1.26
N3 2.85 -0.19 0.32
N4 2.08 -0.82 -0.59
C6 2.86 -1.59 -1.34
C7 2.31 -2.36 -2.49
C8 4.18 -1.46 -0.89
C9 4.13 -0.56 0.16
C10 5.24 -0.04 1.02
N5 1.53 1.92 0.37
N6 0.81 1.53 -0.69
C11 0.50 2.61 -1.39
C12 -0.22 2.53 -2.70
C13 1.02 3.74 -0.75
C14 1.67 3.26 0.37
C15 2.41 4.01 1.42
H1 -1.54 -2.99 2.76
H2 -2.59 -1.62 2.37
H3 -1.57 -2.36 1.10
H4 -0.29 -1.18 4.68
H5 1.78 0.38 5.43
H6 3.09 0.19 4.26
H7 2.15 1.69 4.29
H8 3.07 1.38 1.94
H9 1.22 -2.31 -2.47
H10 2.66 -1.94 -3.43
H11 2.61 -3.41 -2.45
H12 5.06 -1.94 -1.29
H13 6.19 -0.45 0.67
H14 5.29 1.05 0.98
H15 5.09 -0.33 2.06
H16 -0.18 1.50 -3.07
H17 -1.27 2.83 -2.61
H18 0.26 3.19 -3.43
H19 0.95 4.77 -1.07
H20 2.30 5.08 1.25
H21 2.02 3.77 2.41
H22 3.47 3.76 1.41
C16 -2.87 -0.61 -0.85
C17 -2.25 -1.70 -1.75
O1 -0.97 -1.93 -1.42
C18 -3.12 -2.97 -1.62
F1 -4.34 -2.79 -2.19
F2 -3.34 -3.28 -0.33
F3 -2.56 -4.04 -2.19
C19 -2.32 -1.23 -3.25
F4 -2.30 -2.24 -4.12
F5 -1.27 -0.43 -3.54
F6 -3.43 -0.49 -3.52
H23 -2.94 -0.99 0.16
H24 -3.88 -0.35 -1.20
H25 -1.99 1.00 -1.75
I1 3.12 -3.25 2.71
C20 2.38 -4.62 1.28
C21 3.10 -5.77 1.03
C22 2.57 -6.66 0.10
C23 1.36 -6.36 -0.50
C24 0.72 -5.18 -0.16
N7 1.23 -4.32 0.73
H26 4.04 -5.97 1.53
H27 3.09 -7.58 -0.13
H28 0.92 -7.02 -1.24
H29 -0.22 -4.88 -0.60
N8 -1.93 0.52 -0.85
C25 -2.12 1.44 0.25
N9 -3.03 2.35 0.03
C26 -3.90 2.50 -1.15
C27 -4.38 3.94 -1.32
C28 -3.24 4.89 -0.97
C29 -2.85 4.74 0.51
C30 -3.25 3.36 1.05
H30 -4.76 1.82 -1.05
H31 -3.36 2.20 -2.05
H32 -5.23 4.14 -0.67
H33 -4.71 4.08 -2.35
H34 -3.52 5.92 -1.20
H35 -2.38 4.64 -1.61
H36 -3.35 5.51 1.11
H37 -1.78 4.88 0.63
H38 -4.30 3.35 1.36
H39 -2.63 3.09 1.90

Computed properties:
Orbital gap (alpha / beta) = 8.8 / 8.8 eV
Highest occupied orbital energy (alpha / beta) = -8.29 / -8.27 eV
Multiplicity = 2
Net charge = 0
ΔE to the lowest compared entry with this formula, charge and spin = 107.6 kJ/mol
LUMO (alpha / beta) = 0.6 / 0.6 eV